No. 1
{
  "formula": "C26H65N6O9P2S",
  "method": "ωB97M-V/def2-TZVPD",
  "elements": ["C", "C", "P", "C", "C", "N", "C", "N", "C", "C", "C", "C", "C", "S", "C", "N", "N", "C", "O", "N", "N", "P", "O", "H", "H", "H", "H", "H", "H", "H", "H", "H", "H", "H", "H", "H", "H", "H", "H", "H", "H", "H", "H", "H", "H", "H", "C", "C", "O", "H", "H", "H", "H", "H", "H", "C", "C", "O", "H", "H", "H", "H", "H", "H", "C", "C", "O", "H", "H", "H", "H", "H", "H", "C", "C", "O", "H", "H", "H", "H", "H", "H", "C", "C", "O", "H", "H", "H", "H", "H", "H", "C", "C", "O", "H", "H", "H", "H", "H", "H", "C", "C", "O", "H", "H", "H", "H", "H", "H"],
  "positions_angstrom": [[-3.33, -0.92, 2.37], [-4.55, -0.09, 1.81], [-4.00, 1.49, 0.93], [-4.35, 2.86, 2.18], [-3.29, 2.83, 3.37], [-2.27, 1.54, 0.63], [-1.54, 0.77, -0.15], [-0.16, 0.94, -0.22], [0.19, -0.03, -1.13], [1.67, -0.14, -1.51], [1.97, -1.29, -2.53], [3.47, -1.73, -2.42], [4.51, -0.55, -2.55], [5.89, -0.78, -1.36], [5.32, -0.67, 0.35], [5.97, 0.11, 1.28], [5.35, -0.04, 2.47], [4.34, -0.88, 2.30], [4.30, -1.30, 0.99], [-0.87, -0.74, -1.54], [-2.02, -0.27, -0.94], [-3.56, -0.98, -1.35], [-4.62, -0.06, -1.85], [-2.43, -0.28, 2.56], [-3.63, -1.30, 3.38], [-3.00, -1.74, 1.69], [-5.18, -0.65, 1.09], [-5.25, 0.24, 2.62], [-5.33, 2.60, 2.65], [-4.38, 3.85, 1.68], [-3.77, 2.95, 4.37], [-2.70, 1.88, 3.39], [-2.57, 3.68, 3.29], [-1.75, 2.28, 1.12], [2.26, -0.28, -0.57], [1.97, 0.87, -1.94], [1.36, -2.17, -2.20], [1.63, -1.06, -3.58], [3.68, -2.45, -3.25], [3.56, -2.29, -1.46], [4.08, 0.47, -2.41], [4.95, -0.57, -3.57], [3.64, -1.24, 3.08], [-0.81, -1.50, -2.22], [-3.96, -1.79, -0.25], [-3.30, -1.91, -2.41], [10.13, -1.84, 2.44], [10.14, -0.37, 2.04], [9.26, -0.15, 0.95], [10.43, -2.46, 1.60], [10.81, -2.02, 3.27], [9.13, -2.15, 2.73], [11.14, -0.07, 1.73], [9.83, 0.26, 2.88], [8.36, -0.41, 1.20], [-3.68, -6.13, -0.85], [-2.70, -5.05, -0.43], [-3.33, -4.11, 0.45], [-4.54, -5.68, -1.36], [-3.21, -6.85, -1.52], [-4.06, -6.66, 0.02], [-2.33, -4.51, -1.30], [-1.84, -5.49, 0.09], [-3.64, -4.60, 1.22], [1.33, 0.84, -7.03], [2.06, -0.17, -6.17], [1.23, -1.31, -5.93], [0.41, 1.16, -6.54], [1.96, 1.72, -7.22], [1.05, 0.40, -7.99], [2.32, 0.26, -5.21], [2.98, -0.51, -6.66], [1.01, -1.70, -6.78], [3.41, 3.56, 0.89], [3.92, 2.86, -0.36], [2.84, 2.59, -1.26], [2.66, 2.94, 1.39], [4.22, 3.76, 1.58], [2.92, 4.50, 0.63], [4.38, 1.91, -0.10], [4.66, 3.48, -0.87], [2.44, 3.44, -1.49], [-8.72, 0.46, -1.85], [-7.65, 1.27, -1.15], [-7.91, 1.33, 0.25], [-9.70, 0.90, -1.68], [-8.54, 0.41, -2.92], [-8.75, -0.56, -1.45], [-7.63, 2.29, -1.54], [-6.65, 0.83, -1.30], [-7.91, 0.42, 0.58], [-3.81, 7.43, 2.84], [-4.49, 6.47, 3.79], [-3.54, 5.83, 4.64], [-3.07, 6.91, 2.23], [-4.53, 7.92, 2.19], [-3.27, 8.20, 3.40], [-5.01, 5.69, 3.23], [-5.22, 6.99, 4.42], [-3.09, 6.52, 5.14], [1.40, -4.43, 2.47], [1.92, -4.91, 1.12], [2.30, -3.80, 0.31], [0.54, -3.77, 2.33], [1.10, -5.27, 3.09], [2.16, -3.85, 2.99], [1.14, -5.47, 0.59], [2.78, -5.56, 1.26], [2.99, -3.32, 0.78]],
  "charge": 1,
  "total_energy_ha": -3115.8721,
  "homo_lumo_gap_ev": 8.2
}

No. 2
{
  "formula": "C4H11NO",
  "method": "ωB97M-V/def2-TZVPD",
  "elements": ["C", "C", "H", "H", "H", "H", "H", "H", "C", "C", "O", "N", "H", "H", "H", "H", "H"],
  "positions_angstrom": [[-0.87, -1.78, 1.41], [-1.11, -1.48, -0.07], [-0.60, -2.81, 1.60], [-0.01, -1.21, 1.78], [-1.76, -1.61, 2.02], [-1.86, -0.72, -0.25], [-0.27, -0.86, -0.43], [-1.21, -2.35, -0.69], [0.57, 2.01, 0.32], [1.41, 1.25, -0.69], [2.60, 1.02, -0.43], [0.79, 0.69, -1.71], [1.23, 2.52, 1.01], [-0.10, 1.29, 0.79], [1.31, 0.15, -2.39], [-0.04, 1.16, -2.07], [-0.08, 2.73, -0.20]],
  "charge": 1,
  "total_energy_ha": -288.6476,
  "homo_lumo_gap_ev": [10.4, 5.6],
  "multiplicity": 2
}

No. 3
{
  "formula": "C3H6N2O2",
  "method": "ωB97M-V/def2-TZVPD",
  "elements": ["C", "N", "O", "C", "O", "N", "C", "H", "H", "H", "H", "H", "H"],
  "positions_angstrom": [[-2.52, -0.76, -0.10], [-1.72, 0.20, 0.17], [-0.44, -0.26, 0.10], [0.46, 0.73, 0.04], [0.28, 1.92, -0.09], [1.70, 0.07, -0.11], [1.88, -1.37, 0.02], [-2.22, -1.83, -0.35], [-3.59, -0.56, -0.20], [2.46, 0.77, 0.25], [1.80, -1.79, 1.11], [1.17, -1.84, -0.71], [2.89, -1.48, -0.40]],
  "smiles": "C=NOC(=O)NC",
  "total_energy_ha": -377.8300,
  "homo_lumo_gap_ev": 10.7
}

No. 4
{
  "formula": "C20H56ClN4O4",
  "method": "ωB97M-V/def2-TZVPD",
  "elements": ["Cl", "C", "C", "N", "C", "C", "C", "C", "C", "O", "C", "H", "H", "H", "H", "H", "H", "H", "H", "H", "H", "H", "H", "H", "H", "H", "H", "H", "H", "H", "H", "C", "C", "C", "O", "C", "N", "H", "H", "H", "H", "H", "H", "H", "H", "H", "H", "H", "H", "C", "C", "C", "O", "C", "N", "H", "H", "H", "H", "H", "H", "H", "H", "H", "H", "H", "H", "C", "C", "C", "O", "C", "N", "H", "H", "H", "H", "H", "H", "H", "H", "H", "H", "H", "H"],
  "positions_angstrom": [[0.49, -0.40, -0.18], [2.03, 0.66, 4.34], [0.77, -0.08, 4.10], [-0.43, 0.79, 3.71], [-1.54, -0.13, 3.31], [-0.89, 1.64, 4.91], [-1.45, 0.80, 6.05], [-0.10, 1.70, 2.56], [-1.25, 2.20, 1.73], [-2.18, 2.97, 2.47], [-3.16, 3.55, 1.66], [2.25, 1.44, 3.60], [2.87, -0.03, 4.45], [2.09, 1.30, 5.23], [0.48, -0.75, 4.90], [0.86, -0.65, 3.17], [-2.49, 0.38, 3.26], [-1.69, -0.87, 4.09], [-1.31, -0.56, 2.34], [-1.67, 2.23, 4.43], [-0.08, 2.26, 5.27], [-1.71, 1.48, 6.87], [-0.78, 0.03, 6.42], [-2.44, 0.37, 5.86], [0.67, 1.31, 1.91], [0.32, 2.57, 3.08], [-1.81, 1.37, 1.27], [-0.82, 2.80, 0.92], [-2.93, 4.35, 0.97], [-3.99, 3.90, 2.27], [-3.72, 2.82, 1.04], [4.31, 3.53, -2.59], [3.03, 3.13, -1.86], [1.72, 3.80, -2.23], [0.75, 3.52, -1.27], [-0.54, 3.91, -1.73], [2.78, 1.61, -1.87], [2.32, 1.34, -0.99], [2.22, 1.32, -2.67], [3.65, 1.07, -1.81], [4.30, 4.61, -2.77], [4.34, 3.04, -3.56], [5.25, 3.46, -2.04], [3.25, 3.27, -0.80], [1.50, 3.42, -3.24], [1.80, 4.89, -2.33], [-1.39, 3.76, -1.07], [-0.78, 3.33, -2.63], [-0.50, 4.98, -1.95], [1.07, -4.68, 0.87], [2.36, -4.36, 0.16], [2.19, -4.31, -1.33], [3.38, -3.80, -1.97], [3.16, -2.88, -3.01], [3.09, -3.12, 0.65], [4.03, -3.07, 0.25], [2.61, -2.27, 0.30], [3.01, -3.12, 1.66], [1.13, -4.90, 1.94], [0.75, -5.63, 0.44], [0.23, -3.99, 0.76], [3.12, -5.12, 0.38], [1.34, -3.72, -1.70], [2.06, -5.27, -1.85], [2.40, -3.21, -3.72], [4.09, -2.81, -3.58], [3.02, -1.85, -2.67], [-2.46, 0.47, -2.99], [-2.83, -0.94, -2.60], [-3.78, -1.65, -3.52], [-4.15, -2.87, -2.89], [-5.04, -3.59, -3.77], [-1.60, -1.81, -2.37], [-0.86, -1.63, -3.04], [-1.17, -1.72, -1.44], [-1.89, -2.80, -2.40], [-1.98, 0.41, -3.98], [-1.68, 0.88, -2.35], [-3.28, 1.17, -3.10], [-3.16, -0.90, -1.56], [-3.25, -1.93, -4.44], [-4.61, -1.00, -3.80], [-4.50, -3.77, -4.71], [-5.99, -3.07, -3.89], [-5.17, -4.59, -3.38]],
  "charge": 3,
  "total_energy_ha": -1774.8272,
  "homo_lumo_gap_ev": 9.5
}

No. 5
{
  "formula": "C3H5NO2",
  "method": "ωB97M-V/def2-TZVPD",
  "elements": ["H", "N", "C", "O", "C", "C", "O", "H", "H", "H", "H"],
  "positions_angstrom": [[1.17, 1.90, -0.78], [0.60, 1.07, -0.75], [1.24, 0.00, -0.58], [0.59, -1.15, -0.31], [-0.79, -0.90, -0.05], [-0.85, 0.32, 0.90], [-0.10, 0.39, 1.84], [2.32, -0.13, -0.50], [-1.16, -1.75, 0.52], [-1.36, -0.80, -0.98], [-1.66, 1.06, 0.70]],
  "smiles": "[H]/N=C/OCC=O",
  "total_energy_ha": -322.5044,
  "homo_lumo_gap_ev": 10.7
}

No. 6
{
  "formula": "C4H11NO7P2S3Y",
  "method": "ωB97M-V/def2-TZVPD",
  "elements": ["Y", "S", "C", "S", "S", "N", "C", "C", "P", "O", "O", "O", "P", "O", "O", "O", "H", "H", "H", "H", "H", "H", "H", "H", "C", "O", "H", "H", "H"],
  "positions_angstrom": [[-0.03, 0.12, -0.09], [3.01, 0.78, 3.47], [1.96, 0.54, 2.20], [2.50, 0.44, 0.53], [0.21, 0.44, 2.47], [-2.89, 2.58, 1.41], [-2.70, 2.61, -0.11], [-3.74, 3.53, -0.76], [-2.77, 0.85, -0.67], [-4.35, 0.68, -0.97], [-1.93, 0.59, -1.87], [-2.36, 0.08, 0.56], [-0.94, 3.33, -0.26], [-1.04, 4.39, -1.46], [-0.82, 4.06, 1.04], [-0.01, 2.25, -0.70], [-3.83, 2.86, 1.68], [-2.16, 3.23, 1.77], [-2.69, 1.63, 1.74], [-4.75, 3.20, -0.50], [-3.65, 3.49, -1.84], [-3.60, 4.56, -0.45], [-4.55, -0.17, -1.37], [-0.64, 4.01, -2.25], [1.16, -2.75, -0.19], [0.18, -1.78, -0.50], [0.78, -3.77, -0.29], [1.52, -2.64, 0.84], [2.03, -2.66, -0.83]],
  "charge": -1,
  "total_energy_ha": -2656.5252,
  "homo_lumo_gap_ev": 6.0
}

No. 7
{
  "formula": "C27H40BN3O4PdSi3",
  "method": "ωB97M-V/def2-TZVPD",
  "elements": ["Pd", "C", "Si", "C", "C", "C", "Si", "C", "C", "C", "Si", "C", "C", "C", "C", "C", "C", "C", "N", "H", "H", "H", "H", "H", "H", "H", "H", "H", "H", "H", "H", "H", "H", "H", "H", "H", "H", "H", "H", "H", "H", "H", "H", "H", "H", "H", "H", "O", "B", "O", "C", "C", "C", "C", "C", "C", "H", "H", "H", "H", "O", "C", "N", "C", "O", "C", "C", "C", "C", "N", "C", "H", "H", "H", "H", "H", "H", "H", "H"],
  "positions_angstrom": [[0.61, 0.34, 0.30], [4.65, 1.21, 1.75], [3.05, 0.32, 1.09], [3.83, -1.26, 0.29], [2.39, -0.30, 2.85], [2.36, 1.56, -0.16], [1.85, 0.94, -1.87], [3.16, 1.70, -3.07], [0.15, 1.48, -2.63], [1.91, -0.93, -2.45], [1.29, 2.92, 0.64], [1.05, 2.63, 2.54], [2.51, 4.44, 0.59], [-1.68, 2.64, -0.09], [-2.85, 2.91, -0.80], [-3.86, 1.97, -0.90], [-3.68, 0.76, -0.26], [-2.51, 0.56, 0.45], [-1.54, 1.45, 0.53], [5.22, 0.57, 2.42], [4.38, 2.11, 2.28], [5.30, 1.49, 0.92], [4.42, -1.83, 1.00], [4.49, -0.95, -0.51], [3.08, -1.91, -0.14], [2.82, -1.26, 3.16], [1.30, -0.39, 2.87], [2.67, 0.43, 3.60], [3.18, 2.78, -2.97], [2.97, 1.46, -4.11], [4.16, 1.34, -2.82], [-0.04, 2.52, -2.41], [-0.66, 0.89, -2.20], [0.13, 1.35, -3.71], [2.92, -1.31, -2.42], [1.54, -1.02, -3.47], [1.29, -1.56, -1.81], [1.99, 2.54, 3.07], [0.47, 1.71, 2.68], [0.49, 3.45, 2.99], [3.49, 4.18, 0.98], [2.12, 5.28, 1.15], [2.64, 4.77, -0.44], [-2.95, 3.88, -1.28], [-4.77, 2.17, -1.46], [-4.44, -0.02, -0.31], [-2.36, -0.37, 1.00], [-0.83, 4.69, 1.21], [-0.49, 3.72, 0.08], [-0.37, 4.65, -1.12], [-0.41, 5.89, -0.66], [-0.24, 7.07, -1.35], [-0.30, 8.27, -0.64], [-0.56, 8.30, 0.71], [-0.78, 7.11, 1.42], [-0.69, 5.91, 0.73], [-0.04, 7.08, -2.41], [-0.11, 9.20, -1.17], [-0.59, 9.24, 1.25], [-0.99, 7.12, 2.48], [5.00, -4.17, 2.33], [3.82, -4.92, 2.51], [2.72, -4.18, 1.99], [1.78, -4.81, 1.19], [1.79, -6.04, 1.08], [0.78, -3.96, 0.57], [-0.13, -4.52, -0.36], [-1.05, -3.70, -0.96], [-1.08, -2.35, -0.64], [-0.29, -1.81, 0.30], [0.62, -2.60, 0.87], [5.74, -4.66, 2.69], [3.67, -5.11, 3.60], [3.87, -5.89, 1.99], [2.91, -3.20, 1.83], [-0.07, -5.58, -0.56], [-1.76, -4.11, -1.67], [-1.78, -1.68, -1.13], [1.21, -2.13, 1.64]],
  "charge": -2,
  "total_energy_ha": -2539.4372,
  "homo_lumo_gap_ev": 4.1
}

No. 8
{
  "formula": "C7H14",
  "method": "ωB97M-V/def2-TZVPD",
  "elements": ["C", "C", "C", "C", "C", "C", "C", "H", "H", "H", "H", "H", "H", "H", "H", "H", "H", "H", "H", "H", "H"],
  "positions_angstrom": [[-0.66, -1.06, 1.92], [-0.84, -0.27, 0.62], [-0.21, -0.73, -0.67], [1.03, -1.59, -0.54], [-0.07, 0.72, -0.28], [1.32, 1.33, -0.19], [-1.05, 1.64, -0.99], [-1.13, -2.05, 1.78], [-1.22, -0.58, 2.73], [0.36, -1.22, 2.25], [-1.86, 0.08, 0.59], [-0.83, -0.94, -1.55], [1.78, -1.31, -1.28], [0.79, -2.65, -0.68], [1.49, -1.49, 0.44], [1.29, 2.35, 0.19], [1.72, 1.38, -1.22], [2.03, 0.76, 0.41], [-2.05, 1.18, -1.04], [-1.16, 2.60, -0.46], [-0.74, 1.85, -2.02]],
  "smiles": "C[C@@H]1[C@H](C)C1(C)C",
  "total_energy_ha": -275.0716,
  "homo_lumo_gap_ev": 10.5
}

No. 9
{
  "formula": "C4H20N4O7Pt",
  "method": "ωB97M-V/def2-TZVPD",
  "elements": ["Pt", "C", "O", "N", "N", "H", "H", "H", "H", "C", "O", "N", "N", "H", "H", "H", "H", "C", "C", "O", "O", "H", "H", "H", "H", "H", "H", "O", "H", "H", "O", "H", "H", "O", "H", "H"],
  "positions_angstrom": [[-13.51, -15.57, 7.65], [-11.49, -14.80, 4.77], [-12.21, -15.11, 5.70], [-10.22, -14.52, 4.88], [-11.95, -14.47, 3.63], [-9.83, -14.57, 5.82], [-9.63, -14.27, 4.10], [-12.94, -14.40, 3.46], [-11.41, -14.01, 2.91], [-14.76, -12.62, 6.49], [-14.33, -13.72, 6.72], [-14.61, -11.59, 7.29], [-15.29, -12.37, 5.39], [-14.87, -10.66, 7.01], [-14.52, -11.87, 8.26], [-15.53, -11.47, 5.00], [-15.50, -13.09, 4.71], [-12.44, -14.01, 10.37], [-11.47, -15.19, 9.96], [-11.43, -15.37, 8.47], [-13.61, -14.03, 9.44], [-11.93, -13.05, 10.43], [-12.69, -14.23, 11.40], [-11.78, -16.18, 10.30], [-10.42, -15.00, 10.15], [-10.56, -15.57, 8.13], [-14.39, -13.66, 9.86], [-14.47, -16.67, 9.44], [-14.86, -17.51, 9.18], [-14.44, -16.71, 10.39], [-12.69, -17.57, 7.15], [-13.09, -18.37, 6.82], [-11.75, -17.71, 7.04], [-15.12, -16.32, 6.31], [-15.57, -17.16, 6.23], [-15.42, -15.81, 5.55]],
  "charge": 3,
  "total_energy_ha": -1028.2601,
  "homo_lumo_gap_ev": [9.3, 5.1],
  "multiplicity": 4
}

No. 10
{
  "formula": "C3H3NO4",
  "method": "ωB97M-V/def2-TZVPD",
  "elements": ["C", "C", "C", "H", "H", "H", "N", "O", "O", "O", "O"],
  "positions_angstrom": [[-1.83, -0.32, -0.46], [1.45, -0.57, 0.41], [0.27, 1.23, -0.12], [-1.70, -1.11, -1.69], [2.59, -0.81, 0.35], [0.95, -0.93, 1.58], [-0.46, 0.05, -0.05], [-2.77, 0.24, 0.65], [0.35, -0.99, -0.49], [1.57, 0.97, 0.10], [-0.40, 2.24, -0.28]],
  "total_energy_ha": -471.5140,
  "homo_lumo_gap_ev": 8.9
}

No. 11
{
  "formula": "C2H25O11",
  "method": "ωB97M-V/def2-TZVPD",
  "elements": ["C", "C", "O", "H", "H", "H", "H", "H", "O", "H", "H", "O", "H", "H", "O", "H", "H", "O", "H", "H", "O", "H", "H", "O", "H", "H", "O", "H", "H", "O", "H", "H", "O", "H", "H", "O", "H", "H"],
  "positions_angstrom": [[-21.79, 2.06, -14.46], [-20.77, 3.15, -14.38], [-19.78, 2.71, -13.47], [-22.70, 2.53, -14.92], [-21.98, 1.63, -13.49], [-21.51, 1.39, -15.28], [-21.10, 4.03, -13.83], [-20.37, 3.44, -15.35], [-19.84, -1.12, -16.05], [-19.50, -0.27, -16.28], [-20.78, -1.07, -15.99], [-17.10, 1.14, -14.23], [-17.52, 1.71, -13.65], [-16.18, 1.39, -14.16], [-18.77, 1.61, -16.36], [-19.00, 2.52, -16.11], [-18.18, 1.39, -15.66], [-17.95, 4.96, -14.10], [-18.58, 4.24, -13.91], [-17.36, 4.66, -14.78], [-17.85, 2.75, -11.74], [-18.55, 2.77, -12.41], [-17.52, 3.67, -11.72], [-23.16, 0.62, -11.18], [-23.32, 0.88, -12.07], [-22.45, -0.04, -11.34], [-21.47, -1.34, -11.81], [-21.73, -2.02, -12.41], [-20.85, -0.74, -12.32], [-20.70, 6.23, -12.69], [-20.87, 5.56, -13.32], [-19.96, 6.00, -12.17], [-21.26, 3.04, -11.25], [-20.93, 3.03, -12.21], [-20.83, 2.33, -10.77], [-19.81, 0.07, -13.42], [-19.98, 1.01, -13.48], [-19.88, -0.22, -14.32]],
  "charge": -1,
  "total_energy_ha": -918.8819,
  "homo_lumo_gap_ev": 8.6
}